# 1
Formula: C5H10
Source: the OMol25 dataset
Level of theory: ωB97M-V/def2-TZVPD

Summary:
2S+1 = 1
energy relative to the best compared isomer or geometry (same formula, charge and spin) = 92.73 kcal/mol
HOMO energy = -9.263 eV
orbital gap = 10.523 eV
M = 70.1 g/mol

```
15
Properties=species:S:1:pos:R:3:forces:R:3:lowdin_charge:R:1
C -0.166 1.357 -0.366 -0.5912 0.2498 0.1352 -0.286
C 0.213 0.694 0.943 2.2660 -0.5830 -0.6624 -0.220
C -0.282 -0.718 1.062 -0.5495 -0.4224 -0.0368 -0.297
C 0.408 -1.260 -0.156 -1.4212 -0.4491 -1.7414 -0.155
C -0.147 0.242 -1.354 1.3743 -2.3295 0.7446 -0.052
H -1.163 1.787 -0.296 -0.2445 0.2196 -0.1342 0.102
H 0.547 2.151 -0.623 -0.2519 -0.1534 0.1672 0.107
H 1.246 0.167 0.360 -0.7277 2.7693 2.9262 0.164
H 0.093 1.312 1.860 0.8502 -0.2406 -0.5762 0.114
H 0.132 -1.172 1.971 -0.0857 0.1161 -0.1126 0.109
H -1.346 -0.923 1.060 -0.4967 0.3146 0.0276 0.102
H -0.138 -1.908 -0.801 -0.7435 -1.0633 -0.0385 0.043
H 1.245 -1.907 0.222 0.3936 1.4848 -1.1451 0.104
H -1.109 -0.197 -1.636 0.1885 0.2030 0.2113 0.085
H 0.468 0.378 -2.245 0.0394 -0.1161 0.2351 0.078
```
Forces are in eV/Å.

# 2
Formula: C31H39AlClCsF4ILi2N2O12S
Source: the OMol25 dataset
Level of theory: ωB97M-V/def2-TZVPD

Summary:
2S+1 = 1
HOMO energy = -7.774 eV
charge = +1
orbital gap = 2.024 eV
M = 1075.8 g/mol

```
95
Properties=species:S:1:pos:R:3:forces:R:3:lowdin_charge:R:1
C -1.397 3.027 5.878 -0.2158 -0.1342 -0.2434 -0.166
C -1.887 1.625 5.283 -0.0016 0.6940 0.2882 -0.537
S -2.819 2.024 3.718 0.2823 -0.3200 -0.2152 0.852
C -2.232 0.979 2.313 0.9885 -0.3500 -0.2199 -0.438
C -0.672 0.861 2.168 2.0272 -0.7237 -0.5913 -0.297
C 0.324 1.714 2.833 0.5485 -1.3464 -0.8316 -0.071
C 1.785 1.514 2.630 -1.8158 -1.3678 -0.9149 -0.005
C 2.221 0.457 1.726 -1.3344 -0.3114 -0.3629 -0.053
C 1.242 -0.414 1.022 -0.3187 1.7651 1.4234 -0.025
C -0.179 -0.205 1.258 1.1912 0.6176 0.8664 0.031
C 1.786 -1.502 0.024 0.4625 1.0026 -0.2296 -0.268
O 1.331 -2.617 -0.033 0.0759 0.7010 -0.0005 0.125
C 2.967 -0.988 -0.863 0.8141 0.6749 -0.1925 -0.052
C 3.046 -1.300 -2.278 3.1814 2.2863 0.5033 0.047
C 4.245 -0.662 -3.025 -0.8534 0.4338 2.4634 -0.153
C 5.235 0.156 -2.310 -1.8603 -0.8430 0.9104 -0.004
C 5.121 0.445 -0.858 -1.2257 -1.5476 -0.3298 -0.127
C 6.170 1.357 -0.115 -0.4256 -0.2485 -0.1389 -0.180
C 5.569 2.822 0.120 -0.3455 -0.1737 -1.6978 -0.695
C 4.144 3.046 -0.522 -0.0187 1.3529 0.7415 -0.176
I 5.425 3.370 2.221 0.2614 0.0588 -0.4237 0.845
C 3.962 -0.134 -0.143 0.3975 -0.2115 -1.9870 -0.011
C 3.725 0.164 1.377 -0.7411 0.1617 -0.9250 -0.302
O 4.608 0.190 2.197 -0.6671 -0.1087 -0.3232 0.049
H -0.277 3.068 5.899 -0.9526 0.0447 0.3099 0.066
H -1.734 3.886 5.232 0.3152 -1.0366 0.5221 0.069
H -1.869 3.198 6.884 0.8238 -0.2590 -0.8557 0.082
H -2.522 1.133 6.064 0.3078 0.1857 -1.0407 0.076
H -1.001 0.940 5.080 -0.6049 0.7520 0.2312 -0.054
H -2.609 1.467 1.364 0.1401 -0.3850 1.1303 0.107
H -2.665 -0.064 2.313 0.2675 1.0142 0.0445 0.082
H -0.046 2.538 3.495 0.4891 -0.7860 -0.7910 0.096
H 2.513 2.188 3.141 -0.6186 -0.7056 -0.6353 0.086
H -0.907 -0.868 0.734 0.6055 0.6389 0.4776 0.132
H 2.286 -1.913 -2.812 0.6018 0.6685 0.5775 0.120
H 4.386 -0.812 -4.160 -0.8261 2.5197 4.2175 -0.152
H 6.087 0.611 -2.881 -0.9924 -0.5005 0.6453 0.121
H 6.460 0.921 0.876 -0.3795 0.1953 -1.0634 0.083
H 7.111 1.386 -0.737 -1.0473 0.1872 0.5432 0.117
H 6.250 3.583 -0.355 -0.6058 -0.8114 0.8084 0.081
H 3.877 4.144 -0.339 0.1771 -1.5569 -0.3509 0.062
H 4.105 2.875 -1.629 0.2033 -0.0540 0.9890 0.101
H 3.327 2.459 -0.013 0.8864 0.4866 -0.5946 0.064
Li -0.627 -0.666 4.000 -0.3673 0.0250 -1.1703 0.549
F 4.639 -0.439 -6.308 -0.3650 5.7365 -3.4474 -0.677
Al 3.506 0.378 -7.424 -2.1548 1.4276 -0.2468 -0.005
F 2.261 -0.735 -7.874 1.8514 0.5297 0.3598 -0.182
F 4.378 0.915 -8.872 -0.0441 -0.5244 0.4417 -0.226
F 2.819 1.747 -6.634 1.2604 -1.3475 -0.7728 -0.168
C 0.990 4.586 0.609 -0.3377 0.5276 1.0585 -0.340
O 2.003 5.026 -0.115 -0.3410 -0.1845 0.1048 -0.164
H 1.010 4.816 1.697 0.4583 0.1313 0.1449 0.059
H -0.022 4.949 0.326 -0.0135 -0.0677 -0.6349 0.089
H 0.823 3.476 0.622 0.1324 -0.4836 -0.4438 0.077
Cs 4.624 -2.340 -5.373 0.1851 -8.5101 0.3193 1.543
O -1.201 0.307 -6.686 0.0556 -0.0883 0.1600 -0.374
Cl -0.707 0.515 -5.346 -0.1693 0.4200 -0.2454 0.617
O 0.366 -0.426 -5.076 0.2731 -0.2590 0.1826 -0.421
O -1.778 0.298 -4.394 0.0516 -0.1178 0.0778 -0.403
O -0.209 1.862 -5.214 -0.0260 -0.1844 0.0867 -0.373
C -6.218 -1.096 0.172 0.0022 -0.0538 0.0786 -0.081
C -5.581 0.278 0.267 -0.0197 -0.1984 -0.4034 -0.318
O -4.318 0.280 -0.386 0.1222 0.0490 0.2638 -0.087
H -5.570 -1.850 0.627 -0.0323 0.0664 0.0563 0.073
H -7.186 -1.116 0.674 -0.0188 -0.0815 -0.1149 0.049
H -6.359 -1.385 -0.872 -0.1011 0.0618 0.0414 0.082
H -5.421 0.555 1.311 0.1349 0.0447 -0.0614 0.089
H -6.220 1.037 -0.197 -0.1203 -0.0001 0.1463 0.116
H -4.467 0.043 -1.310 0.2159 0.1162 0.0365 0.096
N 5.465 1.554 -11.719 -0.0408 -0.0266 -0.0348 0.328
H 6.468 1.376 -11.638 -0.0821 0.0142 0.0431 0.159
H 5.087 1.023 -12.507 -0.0044 0.0430 0.0675 0.160
H 4.994 1.262 -10.850 -0.1949 -0.0532 0.5863 0.118
H 5.307 2.553 -11.873 -0.0346 -0.0635 0.0704 0.163
C -8.127 -0.079 3.440 0.5224 0.0799 0.2680 -0.046
C -6.744 0.032 3.962 -0.4984 -0.0341 -0.2025 -0.259
N -5.671 0.121 4.366 -0.1756 -0.1519 -0.0671 0.121
H -8.700 -0.773 4.055 0.0672 0.0354 -0.0107 0.086
H -8.610 0.898 3.461 0.0642 -0.0386 0.0152 0.088
H -8.108 -0.444 2.415 0.0285 0.0293 0.0787 0.053
C -3.369 -4.018 3.136 0.4295 0.1720 -0.1963 0.068
C -4.041 -5.062 3.636 -0.7110 0.6948 0.4552 -0.225
C -3.598 -6.468 3.384 0.4361 -0.6479 -0.3356 -0.310
O -4.226 -7.386 3.872 -0.2113 0.3642 0.1417 0.128
C -2.415 -6.676 2.549 -0.2487 -0.0439 0.2143 0.085
C -1.746 -5.632 2.048 0.6242 -0.6931 -0.5114 -0.225
C -2.175 -4.228 2.322 -0.5767 0.3298 0.2620 -0.313
O -1.522 -3.306 1.859 0.2631 0.0200 0.1356 0.079
O -0.657 -5.800 1.274 -0.5973 0.7381 0.4809 0.114
O -5.143 -4.895 4.385 0.6437 -0.6370 -0.3931 0.115
H -3.679 -2.996 3.312 -0.0856 -0.0269 -0.0141 0.127
H -2.115 -7.697 2.360 0.0064 0.0261 -0.0061 0.142
H -0.356 -4.900 1.039 0.1043 -0.1172 -0.1335 0.113
H -5.438 -5.796 4.621 -0.0634 0.0714 0.0337 0.125
Li 1.093 -0.348 6.089 0.5059 0.2208 0.3005 0.659
```
Forces are in eV/Å.

# 3
Formula: C28H24BeN11OS2
Source: the OMol25 dataset
Level of theory: ωB97M-V/def2-TZVPD

Summary:
2S+1 = 1
energy relative to the best compared isomer or geometry (same formula, charge and spin) = 0.00 kcal/mol
HOMO energy = -10.716 eV
charge = +1
orbital gap = 7.243 eV
M = 603.7 g/mol

```
67
Properties=species:S:1:pos:R:3:forces:R:3:lowdin_charge:R:1
Be -2.128 1.401 -0.351 -0.2287 -0.0612 -0.3184 -0.048
C -6.185 2.871 -3.038 -0.0037 0.0020 0.0001 -0.429
S -5.709 3.779 -1.560 0.0001 -0.0130 -0.0055 0.899
C -4.321 2.902 -0.988 -0.0082 0.0470 0.0018 -1.055
S -3.711 1.510 -1.791 -0.0430 -0.0355 -0.0389 0.748
N -3.821 3.421 0.101 0.0202 -0.0090 0.0344 -0.073
N -2.724 2.744 0.579 -0.0035 0.0746 0.1063 -0.042
C -2.253 3.221 1.672 -0.0557 0.0648 0.0139 -0.014
C -1.083 2.637 2.325 -0.0058 0.0115 0.0231 -0.264
C -0.604 3.147 3.526 -0.0055 -0.0013 0.0054 0.005
C 0.505 2.545 4.101 -0.0071 0.0146 0.0136 -0.033
C 1.090 1.465 3.462 -0.0067 -0.0153 -0.0222 -0.029
C 0.539 1.027 2.264 0.0238 -0.0158 0.0160 -0.115
N -0.521 1.598 1.703 0.1231 -0.0227 0.0227 0.068
H -7.055 3.398 -3.424 -0.0008 -0.0007 -0.0010 0.038
H -6.460 1.847 -2.799 -0.0009 0.0006 0.0002 0.029
H -5.393 2.887 -3.782 0.0001 0.0020 0.0000 0.029
H -2.751 4.081 2.109 0.0182 -0.0012 0.0158 0.140
H -1.094 3.990 3.994 0.0026 -0.0009 -0.0010 0.123
H 0.904 2.914 5.036 -0.0013 0.0022 0.0007 0.120
H 1.954 0.965 3.878 -0.0004 -0.0033 -0.0027 0.115
H 0.966 0.180 1.734 0.0035 0.0111 0.0023 0.116
C 2.631 2.638 -2.191 -0.0215 0.0053 -0.0180 -0.056
N 1.242 2.214 -2.084 0.0168 -0.0254 0.0070 -0.113
C 0.451 2.259 -1.022 -0.0290 0.0029 -0.0198 -0.076
N -0.706 1.676 -1.312 0.1756 0.0117 0.0535 0.049
C -0.548 1.286 -2.612 0.0030 -0.0056 -0.0234 -0.172
N 0.625 1.579 -3.104 0.0011 0.0236 0.0087 0.154
C 3.582 1.724 -1.452 -0.0199 -0.0086 0.0040 -0.192
C 4.856 2.191 -1.151 0.0081 0.0081 0.0011 -0.028
C 5.771 1.370 -0.509 -0.0046 0.0167 -0.0062 -0.045
C 5.417 0.082 -0.146 -0.0037 -0.0155 0.0069 -0.005
C 4.138 -0.385 -0.436 0.0100 0.0037 -0.0049 -0.132
C 3.224 0.432 -1.095 0.0051 0.0207 -0.0005 0.028
C 3.775 -1.743 -0.041 0.0112 -0.0018 0.0018 -0.293
N 4.539 -2.663 0.431 -0.0086 -0.0097 0.0085 0.133
N 3.731 -3.766 0.662 0.0163 -0.0052 -0.0114 0.133
C 2.542 -3.429 0.310 -0.0039 0.0194 0.0115 -0.286
O 2.482 -2.149 -0.148 -0.0105 -0.0067 -0.0071 0.119
C 1.319 -4.224 0.374 0.0098 -0.0197 0.0024 -0.130
C 1.390 -5.558 0.768 -0.0017 0.0015 0.0008 -0.002
C 0.228 -6.301 0.863 -0.0109 0.0005 0.0000 -0.043
C -1.002 -5.722 0.576 0.0104 -0.0123 -0.0020 -0.021
C -1.074 -4.396 0.175 -0.0054 -0.0132 0.0019 -0.194
C -2.414 -3.781 -0.154 -0.0052 0.0027 -0.0098 -0.055
N -2.464 -2.377 0.233 -0.0158 0.0033 -0.0102 -0.111
C -2.339 -1.303 -0.533 0.0316 -0.0192 0.0128 -0.106
N -2.261 -0.225 0.236 0.0461 -0.0596 0.1075 0.035
C -2.363 -0.725 1.500 -0.0404 -0.0280 -0.0093 -0.140
N -2.484 -2.025 1.535 0.0140 0.0265 -0.0050 0.163
C 0.091 -3.650 0.070 -0.0165 0.0225 0.0035 0.028
H 2.708 3.657 -1.812 -0.0022 0.0070 -0.0104 0.138
H 2.847 2.659 -3.259 0.0138 -0.0038 0.0036 0.142
H 0.727 2.706 -0.084 -0.0032 -0.0062 0.0098 0.147
H -1.323 0.811 -3.190 0.0046 0.0002 0.0107 0.102
H 5.138 3.201 -1.424 0.0042 -0.0015 0.0014 0.121
H 6.762 1.739 -0.283 -0.0003 0.0024 -0.0013 0.115
H 6.115 -0.570 0.361 0.0014 0.0010 0.0005 0.122
H 2.243 0.043 -1.338 0.0021 -0.0080 0.0054 0.119
H 2.352 -5.991 1.004 0.0033 0.0048 -0.0020 0.122
H 0.275 -7.336 1.175 -0.0015 0.0002 -0.0006 0.115
H -1.909 -6.307 0.674 -0.0016 0.0026 0.0000 0.120
H -3.218 -4.297 0.366 0.0027 0.0039 0.0047 0.137
H -2.621 -3.820 -1.225 -0.0032 -0.0024 0.0003 0.141
H -2.313 -1.328 -1.610 -0.0088 0.0075 0.0016 0.148
H -2.361 -0.116 2.386 -0.0021 0.0075 0.0033 0.125
H 0.055 -2.610 -0.230 0.0091 -0.0045 0.0019 0.115
```
Forces are in eV/Å.

Question: Which of these has the lowest HOMO energy?
Answer: C28H24BeN11OS2

Question: What is the formula in the third record?
Answer: C28H24BeN11OS2